The following is a DFT calculation (the ωB97M-V functional and the def2-TZVPD basis) of a molecular structure, C22H45N2OsP3SSe in a non-equilibrium geometry.

Values from the calculation:
Total charge: +4
F_max, eV/A: 3.68
Electronic energy, Ha: -4887.5529
Expectation value of S²: 6.025
Gap between HOMO and LUMO (spin up / spin down), eV: 6.99 / 5.48
Multiplicity: 5
E_HOMO (spin up / spin down), eV: -18.39 / -19.53
Energy relative to the best compared isomer or geometry (same formula, charge and spin), kJ/mol: 155.4

The geometry in XYZ format:
```
75
C22H45N2OsP3SSe (the ωB97M-V functional and the def2-TZVPD basis)
Os 0.119 0.062 0.111
P 1.883 1.257 0.746
P -1.380 0.305 1.758
P -0.922 1.602 -1.245
H 0.664 -4.624 -6.914
C 0.719 -3.568 -7.247
C 1.965 -3.028 -7.341
H 2.796 -3.629 -6.933
C 3.270 0.310 1.456
C 1.513 2.458 2.044
C 2.685 2.216 -0.552
C -2.842 -0.722 1.529
C -0.743 -0.136 3.402
C -2.028 1.980 2.092
C -0.412 1.744 -3.028
C -0.763 3.346 -0.739
C -2.731 1.344 -1.435
H -0.165 -3.193 -7.787
H 2.227 -2.229 -8.043
H 3.518 -0.559 0.830
H 3.033 -0.030 2.471
H 4.121 1.004 1.482
H 1.026 1.997 2.911
H 0.881 3.265 1.660
H 2.482 2.870 2.348
H 3.168 1.562 -1.291
H 3.452 2.815 -0.038
H 1.992 2.890 -1.070
H -3.532 -0.499 2.350
H -2.562 -1.777 1.558
H -3.328 -0.511 0.572
H -1.210 0.531 4.132
H 0.344 -0.044 3.452
H -1.019 -1.169 3.619
H -2.633 1.887 2.997
H -2.647 2.354 1.277
H -1.213 2.681 2.284
H -0.994 2.564 -3.458
H -0.624 0.826 -3.586
H 0.652 1.988 -3.108
H -1.476 3.924 -1.338
H 0.246 3.718 -0.934
H -0.996 3.482 0.318
H -3.079 1.986 -2.255
H -3.270 1.617 -0.524
H -2.952 0.300 -1.685
C 0.544 -1.700 -3.298
C -0.843 -1.911 -3.294
C -1.330 -2.870 -4.222
C -0.406 -3.655 -4.916
C 0.973 -3.596 -4.674
C 1.454 -2.512 -3.963
S 1.471 -0.572 -2.292
H 0.559 -1.051 -1.346
H -1.466 -1.382 -2.569
H -2.391 -2.998 -4.408
H -0.859 -4.269 -5.704
H 1.684 -4.279 -5.112
H 2.492 -2.278 -3.865
C 2.319 -2.293 3.984
N 1.121 -3.064 3.622
C 0.351 -3.831 4.483
C -0.659 -4.393 3.774
N -0.505 -3.955 2.473
C -1.310 -4.362 1.342
C 0.549 -3.085 2.383
Se 1.163 -2.259 0.792
H 2.041 -1.265 4.197
H 2.996 -2.323 3.131
H 2.749 -2.781 4.853
H 0.625 -3.917 5.503
H -1.439 -5.075 4.061
H -0.665 -4.642 0.505
H -1.908 -5.227 1.647
H -1.975 -3.569 0.995
```


The following is a DFT calculation (the ωB97M-V functional and the def2-TZVPD basis) of C2H5N3OS in the gas phase in a non-equilibrium geometry.

Values from the calculation:
F_max, eV/A: 6.64
Electronic energy, Ha: -716.8184
Gap between HOMO and LUMO, eV: 9.80
Multiplicity: 1
SMILES string: N/N=C\C(=O)NS
E_HOMO, eV: -9.26
Energy relative to the best compared isomer or geometry (same formula, charge and spin), kJ/mol: 321.1

The geometry in XYZ format:
```
12
C2H5N3OS (the ωB97M-V functional and the def2-TZVPD basis)
N -0.533 1.679 0.892
N 0.843 1.384 0.973
C 1.294 0.262 0.571
C 0.462 -0.906 0.382
O 0.581 -1.753 1.369
N -0.458 -1.096 -0.561
S -0.765 0.086 -1.772
H -1.197 0.936 1.315
H -0.798 2.465 1.451
H 2.299 0.161 0.982
H -1.211 -1.867 -0.383
H -0.998 1.049 -0.802
```


The following is a DFT calculation (the ωB97M-V functional and the def2-TZVPD basis) of 2 unconnected molecules or ions with the total composition C8H16N2 in a non-equilibrium geometry.

Values from the calculation:
Total charge: +2
F_max, eV/A: 6.62
Electronic energy, Ha: -423.0394
Expectation value of S²: 2.005
Gap between HOMO and LUMO (spin up / spin down), eV: 7.04 / 7.56
Multiplicity: 3
E_HOMO (spin up / spin down), eV: -14.59 / -19.17
Energy relative to the best compared isomer or geometry (same formula, charge and spin), kJ/mol: 0.0

The geometry in XYZ format:
```
26
C8H16N2 (the ωB97M-V functional and the def2-TZVPD basis)
C 2.544 -2.510 0.698
C -1.683 -1.344 -1.833
C 1.412 -1.691 0.207
C 1.431 -0.438 -0.056
C -2.329 0.331 1.106
C -1.623 1.939 -0.772
C 1.668 1.810 0.801
C -1.875 0.603 -0.309
N 1.750 0.740 -0.229
N -1.568 -0.392 -1.069
H 2.113 -2.915 1.592
H 2.597 -3.413 0.019
H -2.595 -1.549 -2.436
H -0.795 -1.920 -2.160
H 0.621 -2.402 0.029
H -2.951 1.113 1.459
H -2.939 -0.565 1.052
H -1.459 0.083 1.610
H -1.105 2.065 -1.731
H -0.911 2.504 -0.134
H -2.514 2.476 -0.598
H 2.635 2.152 1.201
H 0.932 1.588 1.570
H 1.286 2.729 0.365
H 3.436 -2.046 0.819
H 1.922 1.051 -1.200
```


- Number 3 is which compound?
  C8H16N2